DFT (ωB97M-V/def2-TZVPD) results for a cluster of 15 separate species, C60H90O30 in total at a distorted geometry.

Summary:
HOMO-LUMO gap: 9.932 eV
energy relative to the best compared isomer or geometry (same formula, charge and spin): 2.7333 eV
highest occupied orbital energy: -0.3504 Ha

Structure (XYZ):
```
180
Properties=species:S:1:pos:R:3:forces:R:3
C -2.178091 1.893006 -4.977865 2.6 0.5 -0.1
O 5.797979 -1.174134 -3.586935 1.2 -0.1 -0.1
H -6.950481 -5.231434 -0.362145 0.1 0.0 -0.4
H -2.219811 3.658926 4.158605 0.2 0.2 -0.1
H 4.464659 -3.917804 -2.939525 0.0 0.2 -0.3
H -0.821971 6.229366 -1.215665 0.2 0.0 -0.2
O 6.438759 1.642626 -0.454985 0.1 -0.1 0.0
H -5.030231 -6.848564 -0.433985 -0.2 0.0 0.3
H 4.235709 0.095586 2.376185 -0.7 -1.0 0.0
O 3.591889 2.911106 -1.245975 -0.7 0.6 -1.6
H -2.198361 0.511716 -1.321575 0.3 -0.6 -0.2
C -1.454431 0.677776 -0.542415 -0.3 0.4 0.4
C -2.184081 -2.558904 -3.618645 -0.4 -1.7 0.1
H -2.580861 -2.054504 -2.737605 -0.3 0.1 -0.2
C 5.780489 0.839626 0.156505 0.5 0.5 -1.7
O 0.111589 -1.075724 -0.528955 0.1 -0.2 0.3
O -0.978821 1.633686 -5.168605 -2.9 0.7 0.0
H 1.836859 -4.967024 -1.858705 0.3 -0.4 0.8
O 2.087659 -3.566814 -4.250565 -1.7 -1.0 -1.0
H 1.164459 -0.435554 5.541855 -0.4 -0.5 -0.2
O -2.302751 1.561516 2.787495 0.1 0.0 -0.3
C 7.016689 -1.232204 -3.626455 -2.5 0.5 1.1
H -4.724281 0.822236 -3.711765 -0.1 0.1 -0.2
C 2.876409 1.945066 -4.675745 0.0 0.1 0.4
H 1.177819 3.327606 -4.717735 -0.2 -0.2 0.7
O -5.693371 -3.689764 0.186225 -0.7 0.9 0.6
C -1.001721 -0.559044 0.250985 -0.4 0.4 -0.5
H 1.239989 -2.171094 6.288255 -0.3 0.2 -0.7
H -1.868461 5.085476 0.486005 -0.3 0.2 -0.3
O 4.031709 -0.862224 6.405145 -0.4 -0.2 -0.1
O 2.424449 3.651986 -3.050105 -0.4 1.2 -0.3
H -1.331161 -0.748654 -4.239895 0.1 0.2 -0.2
H -0.383891 3.940106 -3.033335 -0.5 -0.6 -0.1
H -2.486551 -1.430854 -6.654745 0.0 -0.2 -0.1
H 3.780339 0.798266 -3.073335 0.4 0.4 0.4
C 3.818339 1.824556 -3.438575 -0.6 0.1 -0.5
H 4.834809 2.191906 -3.579815 0.3 -0.6 -0.5
H -5.482321 5.860096 3.225105 0.0 -0.4 0.5
C 0.755809 3.304016 2.916225 0.4 -1.9 -0.3
C 2.488839 1.916116 1.838895 -1.0 0.2 -1.2
H 3.318699 -5.927964 -2.444035 -0.4 0.1 0.2
H -4.517501 3.903226 4.419385 0.1 -0.1 -0.1
H 1.811619 -5.686864 2.114165 -0.3 0.0 -0.1
O 2.055959 1.279996 3.040555 -0.2 0.4 0.4
H 9.336949 -2.531264 -4.548745 -0.1 0.0 0.0
O -5.922631 0.121616 2.830145 -0.8 0.0 0.5
C -4.661941 -3.554234 -0.669455 0.2 -2.7 -0.1
O 0.916479 1.829786 4.858465 -0.8 -0.7 2.0
O -3.725151 6.473986 1.516045 1.3 -1.2 3.1
H -1.065021 5.453816 -3.461305 -0.7 0.1 0.1
H 1.982469 -4.534754 0.754545 0.4 -0.6 0.0
C -0.036911 -4.973754 1.150615 -1.5 -0.7 -0.4
C -3.129681 2.889596 -5.734775 0.4 -1.8 1.1
C -6.124381 -5.042204 0.323315 0.7 -1.2 -0.4
H -6.561911 -5.270684 1.295145 0.5 0.5 0.3
C -0.125231 1.176526 -1.089595 0.6 -0.7 -0.7
C 1.311299 -3.584884 2.474295 0.4 -0.3 -0.4
H -0.667391 -0.279174 1.249985 0.3 0.0 -0.1
H 0.590379 4.162536 3.567125 0.3 0.0 -0.3
C 2.025559 -0.612704 7.504985 -3.0 -0.1 1.3
C 1.679649 -1.184234 6.143645 1.6 0.4 0.1
O -2.780061 1.427096 -3.865955 0.3 -0.2 -0.8
H -4.978961 3.498846 -4.912605 -0.2 -0.2 0.6
H 1.591639 -2.742794 1.841535 0.0 0.4 0.5
C -4.905971 1.386356 1.136875 0.8 -1.2 -0.3
H 1.470659 0.307346 7.688535 0.1 0.0 0.0
H -0.288151 -4.487634 0.207925 0.4 0.1 -0.3
H -1.752131 -1.336724 0.393075 0.1 -0.1 -0.4
C 7.968489 -1.269504 -2.483735 -0.6 0.1 1.0
O -0.061841 -3.442874 2.850325 -0.4 0.9 1.3
H 1.677389 -1.330914 8.247315 -0.2 0.2 0.2
C -2.432661 -0.515704 5.680535 0.2 -0.8 0.5
C 2.051689 -4.866824 -3.843985 -0.8 -2.4 -1.3
H -3.181251 -5.041544 -1.172465 -0.1 0.2 -0.6
C -5.334011 -0.923404 2.032205 0.4 2.0 -0.4
H -4.087521 -5.863274 0.730775 -0.4 -0.1 0.3
C -4.267511 -4.951764 -1.181235 -0.2 0.4 1.4
H 7.720699 -0.593274 -1.665555 -0.4 -0.2 0.0
O -6.163011 2.325296 2.977545 0.1 -0.8 -0.7
H -1.949401 1.417046 0.087335 0.2 0.0 0.3
C -1.620811 -1.703934 -4.677645 0.9 2.5 0.4
C -2.689681 0.844206 5.081665 -0.8 -0.6 -0.1
H -4.066331 2.070166 1.261385 -0.2 0.0 0.2
C -4.175771 1.758316 -3.816605 0.2 0.3 1.1
C 4.808789 -0.160934 -0.393785 0.8 0.6 -0.5
H -3.432351 -0.293864 1.351495 0.0 0.4 -0.4
C -4.517401 5.964656 3.721175 -0.1 -0.5 1.7
C 3.314319 2.865206 -2.431675 0.0 -2.2 0.8
O -4.139771 -2.523654 -0.914375 0.3 1.6 -0.2
C 2.626049 -2.714274 -3.271025 1.7 -0.8 1.3
H -2.792561 3.890516 -5.465305 0.1 0.0 -0.1
H 3.838009 -1.091764 8.461395 0.4 0.3 -0.1
H 3.766419 -1.644464 0.761965 0.0 -0.2 0.0
O 7.689059 -1.248214 -4.745495 1.2 -0.5 -1.9
O -3.826231 3.543976 -0.814285 2.3 1.3 -1.0
H 2.659869 3.946696 -5.206635 0.5 1.0 0.9
H -1.779951 -0.387374 6.544015 0.4 -0.4 -0.2
H 2.099669 1.188486 -4.786945 0.1 -0.3 0.9
C 3.069099 -1.313574 5.551025 2.2 -0.9 -2.5
H 3.164219 -1.904394 -3.763555 0.3 -0.3 0.0
H -1.879031 5.249416 4.945325 0.2 -0.2 0.1
C 9.120749 -1.465004 -4.482065 -0.4 0.5 -0.6
H 0.296789 4.811506 -1.176805 0.4 0.8 -0.2
O -2.078081 -4.317034 2.323485 0.5 0.6 0.0
C -4.846411 -5.844594 -0.051425 -0.4 0.4 -1.2
C 9.256249 -0.899464 -3.111165 1.5 0.0 1.1
H -5.136051 1.980476 -5.707165 0.2 -0.1 -0.2
C 3.480039 -3.761344 -2.498915 1.8 2.0 1.9
H -4.113131 5.017776 5.697445 0.1 0.1 -0.1
H -4.539991 6.863166 4.337825 0.1 0.4 -0.4
H -2.098201 1.544316 5.671675 -0.2 0.5 -0.7
H -4.659911 -1.466414 2.694655 -0.6 -0.6 -0.1
C 0.731729 -0.077754 -1.197065 1.7 -0.8 0.1
H 0.393499 1.828726 -0.386995 0.0 0.3 -0.1
H 3.658839 -3.520174 -1.451065 0.3 0.8 0.0
C -1.538191 4.451026 -0.336485 -1.8 0.1 0.2
H -1.528931 -3.343824 -3.240795 0.2 0.1 0.0
H 3.332899 1.903456 -5.664685 0.5 0.3 0.2
H -3.378331 -0.569334 -5.483725 -0.3 -0.2 0.7
H 9.402049 0.180736 -3.115505 -0.1 0.0 -0.2
O -3.587741 -2.634294 -5.473435 -1.9 0.0 -2.0
H -5.422841 1.724916 0.238925 -0.2 -0.1 0.1
H -0.941811 -1.852024 4.813495 0.2 0.3 -0.4
H 1.958389 -2.212774 -2.570435 -0.7 -0.5 -0.4
O -1.616721 -0.434694 3.433845 0.5 -1.4 -0.4
C -5.753221 1.375256 2.337355 -0.4 1.1 2.0
H -0.694401 -2.076604 -5.114675 -0.4 -0.4 -0.4
H -3.130111 2.758766 -6.816895 0.2 0.0 0.2
H -4.652461 -0.409744 0.034615 0.5 -0.4 0.2
H 1.472279 3.735656 0.899825 0.4 -0.4 -0.1
H 9.699799 -0.913144 -5.222515 -0.3 -0.2 -0.1
H 2.653169 3.929356 2.233675 -0.1 0.6 -0.4
H 3.741859 0.604576 7.806475 0.3 -0.2 0.2
C 1.373879 -4.824654 1.611095 0.8 0.4 -1.0
C -0.889911 -4.212974 2.143615 0.1 -1.4 -0.1
H -0.384051 -6.001704 1.046125 -0.1 0.1 0.1
O -2.448401 4.107486 -2.536295 0.3 0.6 0.8
C -3.966881 4.818696 4.635815 -2.0 0.0 0.0
C 1.842459 3.318616 1.836385 0.8 1.0 1.1
H -6.108631 -1.480754 1.505495 0.2 -0.3 0.5
C -0.723251 5.152646 -1.353565 2.1 0.9 1.1
C 4.752449 -1.186954 0.681165 -0.7 -1.4 -0.1
H 3.905069 0.448436 -0.401825 -0.3 -0.3 -0.7
H -0.188551 3.020386 2.451635 -0.3 0.0 0.2
H 2.152569 1.340666 0.976415 -0.1 -0.3 0.0
O 1.843389 -0.264444 -1.700615 -2.5 0.8 0.8
H 1.977089 -3.700194 3.329585 -0.4 0.6 0.2
H 3.576389 1.943376 1.771045 -0.1 0.2 0.3
C -1.848781 -1.321064 4.524395 0.4 -1.3 0.9
H 5.180469 -0.498454 -1.361265 -0.7 0.1 -0.1
C -2.523811 4.700876 4.258695 0.3 0.1 0.3
O 1.550749 -5.791834 -4.478315 0.8 2.3 0.8
H 7.998429 -2.301904 -2.135375 -0.1 -0.1 0.3
H -3.756161 1.067006 5.114375 0.1 0.5 -0.2
C -3.517701 6.000046 2.656095 -0.8 1.4 -4.0
O 5.765199 0.789516 1.462585 1.4 -1.0 2.1
C -1.112551 4.677826 -2.697315 -0.3 -0.5 -0.7
C -2.757421 4.026236 -1.187055 -1.2 -2.2 0.7
H -4.318001 2.351616 -2.913355 0.0 -0.1 0.0
H 5.484119 -1.987284 0.570575 0.0 0.0 -0.3
C -4.467701 -0.108274 1.065675 0.0 0.2 -1.5
C -3.256291 -3.289214 -4.425625 -0.1 -3.4 4.2
O 3.447879 -1.735954 4.450385 -1.5 0.8 2.3
O -3.723411 -4.380284 -4.094175 0.3 1.8 -1.1
O -2.411261 5.337116 2.989925 0.7 0.1 -1.0
C 5.067659 -0.430144 1.907595 -1.3 2.1 1.5
H -4.691991 -5.075214 -2.177575 0.2 -0.2 0.1
C -2.818211 -1.494664 -5.618395 2.1 1.2 -1.3
C -2.220251 0.700226 3.624645 -0.4 2.4 1.4
H -0.988091 3.685206 0.210315 -0.4 -0.7 -0.5
C 2.230609 3.306226 -4.436165 -0.2 -0.5 -1.3
H -0.120761 1.571256 -2.105595 -0.3 0.5 0.2
C 2.726219 -5.014064 -2.487135 -1.5 -0.1 -2.1
H 5.466399 -1.033014 2.723465 1.0 0.5 -0.2
H 10.033529 -1.335734 -2.483785 0.5 0.1 -0.5
C 1.198659 2.078296 3.742725 0.6 0.9 -1.9
C -4.469841 2.545686 -5.055385 -0.7 1.0 -1.6
H -3.266821 -1.115754 6.044155 -0.4 0.6 0.0
C 3.472579 -0.442244 7.665975 1.2 0.2 -0.7
H -2.537411 -2.109454 4.220535 -0.1 0.2 -0.4
```
Positions in Å, forces in eV/Å.

Mulliken population analysis, charges in e, atoms 1 to 8:
1. C -0.01
2. O -0.51
3. H 0.28
4. H -0.42
5. H 0.23
6. H 0.24
7. O -0.69
8. H 0.36